Molecular formula: C20H32BF14NO18S3Zr
Method: DFT, ωB97M-V/def2-TZVPD

Atoms and positions in Å:
Zr 0.6143 -0.1229 -1.7775
N 2.0297 -1.5260 -2.2529
S 3.2394 -2.2293 -1.4259
O 4.5803 -1.9880 -1.8846
O 2.9131 -3.4922 -0.8071
F 3.1272 -1.2592 -0.1633
S 2.5156 -2.2478 -3.7530
O 2.8986 -3.6158 -3.7095
O 3.0651 -1.4152 -4.7614
F 0.9896 -2.4422 -4.2370
B 0.0153 -0.7503 0.2541
H 0.4858 -1.6521 -0.2120
H -0.2373 -0.9859 1.3462
H 0.7367 0.0904 0.1793
H -0.9029 -0.4996 -0.3294
O 3.4267 1.0988 -4.1007
C 4.0374 1.5043 -2.9488
C 3.1755 2.1639 -1.8484
O 2.0807 1.4055 -1.4371
H 4.8024 2.2373 -3.2409
H 4.4989 0.6277 -2.4652
H 2.7761 3.1289 -2.1875
H 3.7597 2.4131 -0.9541
C -1.1337 -4.2244 -0.0913
C -2.3616 -3.3599 -0.3689
O -2.5527 -3.3692 -1.7944
C -1.9259 -2.5864 -2.6040
O -0.9555 -1.9393 -2.3000
C -2.5038 -2.5117 -4.0279
F -1.7576 -3.2527 -4.8342
F -3.7744 -2.8813 -4.0503
F -2.4371 -1.2575 -4.4539
H -1.3865 -5.2476 -0.3581
H -0.8426 -4.1603 0.9612
H -0.2312 -3.8368 -0.5629
H -2.1738 -2.3365 -0.0389
H -3.2644 -3.7491 0.0901
C -5.0956 2.4344 -4.5534
C -4.3643 1.2473 -3.9334
O -4.7809 1.0776 -2.5619
C -3.9233 0.6692 -1.6736
O -2.8065 0.2659 -1.9143
C -4.4726 0.6710 -0.2412
F -3.9409 -0.4047 0.3840
F -4.1488 1.7518 0.4532
F -5.7945 0.4928 -0.2620
H -4.7762 2.6127 -5.5820
H -4.8951 3.3954 -4.0845
H -6.1429 2.1337 -4.6052
H -3.3126 1.5234 -4.0140
H -4.5398 0.3164 -4.4618
C 0.2621 2.6471 1.6545
C -1.1766 2.5791 1.1839
O -1.3101 3.3984 0.0124
C -0.9585 3.0003 -1.1573
O -0.6335 1.8732 -1.4307
C -1.0318 4.1180 -2.2058
F -1.7370 5.1634 -1.7862
F 0.2002 4.5034 -2.4807
F -1.6398 3.6531 -3.2983
H 0.8816 2.4442 0.7771
H 0.4638 1.8328 2.3546
H 0.5997 3.5012 2.2333
H -1.8398 2.9584 1.9569
H -1.4444 1.5552 0.9234
C 4.5252 1.0464 1.9633
C 3.1508 0.7381 2.5685
O 2.7837 1.8816 3.3329
C 2.7799 1.7850 4.6553
O 3.1003 0.8021 5.2509
C 2.3134 3.0914 5.3682
F 3.3075 3.6560 6.0455
F 1.8175 3.9605 4.4891
F 1.3440 2.7652 6.2398
H 5.2785 1.0456 2.7520
H 4.5365 2.0071 1.4499
H 4.8356 0.3042 1.2271
H 3.2203 -0.2527 3.0134
H 2.3958 0.6894 1.7789
C -0.5346 -2.8777 4.0330
C 0.8661 -2.4221 4.4748
O 0.6766 -1.9435 5.8027
S -0.3868 -2.9725 6.5034
O -1.0605 -2.3242 7.5781
O 0.2734 -4.2415 6.6562
O -1.3496 -2.9477 5.1947
H -0.5799 -3.8619 3.5593
H -1.0607 -2.2319 3.3280
H 1.1982 -1.6207 3.8174
H 1.5992 -3.2220 4.3808

Results
- HOMO-LUMO gap (eV) = 4.196
- highest occupied orbital energy (eV) = -6.37
- largest force on an atom (Eh/bohr) = 0.1163
- energy above the lowest of the compared OMol25 structures with the same formula, charge and spin (kcal/mol) = 97.2



Molecular formula: C20H32Cl5IrN5OPSSi
Method: DFT, ωB97M-V/def2-TZVPD

Atoms and positions in Å:
Ir -1.1424 -0.6537 0.9520
Cl -3.8169 1.8769 0.7973
C -3.8941 0.4721 1.8062
C -2.8471 -0.4357 1.8633
C -2.9892 -1.4908 2.7621
Cl -1.5931 -2.5591 2.9196
C -4.0996 -1.6963 3.5587
Cl -4.1769 -3.0251 4.6462
C -5.1490 -0.7838 3.4616
Cl -6.5544 -0.9929 4.4299
C -5.0413 0.2999 2.5930
Cl -6.3356 1.4303 2.5118
C -0.3003 2.6645 1.8408
Si -0.3195 0.9434 2.4820
C -1.2258 0.9899 4.0991
C 1.4356 0.4275 2.8394
H 0.1011 3.3557 2.5884
H -1.3071 2.9810 1.5798
H 0.3072 2.7345 0.9485
H -0.7137 1.6919 4.7633
H -1.2449 0.0117 4.5869
H -2.2585 1.3253 3.9755
H 1.8777 1.1060 3.5731
H 2.0417 0.4416 1.9316
H 1.4733 -0.5838 3.2576
C 3.4930 -2.5485 1.0244
N 2.8804 -2.6730 -0.2948
C 3.6073 -3.5163 -1.2279
P 1.6771 -1.6261 -0.6985
O 0.7428 -1.5638 0.4828
N 2.3283 -0.1638 -1.0227
C 3.6610 0.0201 -1.5829
C 1.4489 0.9990 -1.1364
N 0.9498 -2.2028 -2.0264
C 0.8987 -1.5470 -3.3195
C 0.1387 -3.4139 -1.9158
H 4.4357 -1.9927 0.9797
H 3.6974 -3.5419 1.4277
H 2.8107 -2.0336 1.6996
H 4.6381 -3.1718 -1.3664
H 3.1110 -3.5211 -2.1949
H 3.6454 -4.5412 -0.8498
H 4.2795 -0.8491 -1.3906
H 4.1283 0.8875 -1.1131
H 3.6313 0.1967 -2.6630
H 0.5148 0.7861 -0.6150
H 1.2283 1.2412 -2.1810
H 1.9287 1.8668 -0.6762
H 1.5596 -0.6806 -3.3377
H -0.1232 -1.2195 -3.5416
H 1.2214 -2.2377 -4.1028
H -0.0377 -3.6537 -0.8700
H 0.6363 -4.2640 -2.3938
H -0.8278 -3.2523 -2.3898
C -0.5105 4.5869 -1.6237
C -0.9625 3.3064 -2.2679
C -1.1373 3.2103 -3.6344
C -1.5395 1.9909 -4.1314
N -1.7649 0.9325 -3.3666
C -1.5815 1.1071 -2.0497
S -2.0216 -0.3079 -1.0947
N -1.1854 2.2498 -1.4599
H -0.6092 5.4274 -2.3098
H 0.5327 4.5024 -1.3308
H -1.0853 4.7752 -0.7216
H -0.9723 4.0575 -4.2858
H -1.6938 1.8475 -5.1949

Results
- HOMO-LUMO gap (eV) = 6.980
- highest occupied orbital energy (eV) = -7.35
- largest force on an atom (Eh/bohr) = 0.0354
- energy above the lowest of the compared OMol25 structures with the same formula, charge and spin (kcal/mol) = 34.0



Molecular formula: C20H32N2O2S
Method: DFT, ωB97M-V/def2-TZVPD

Atoms and positions in Å:
C -7.5516 -1.7050 -0.0224
C -6.4566 -2.6528 -0.5040
O -5.4519 -1.9941 -1.2467
C -4.5130 -1.2440 -0.6052
C -4.3629 -1.1293 0.7714
C -3.3450 -0.3473 1.2941
C -2.4666 0.3382 0.4727
C -1.3755 1.2085 1.0357
N -0.0903 0.8985 0.4223
C 0.2948 -0.4595 0.7711
C 1.5815 -0.8599 0.0644
N 2.6316 0.0382 0.4982
C 3.9932 -0.3516 0.1670
C 4.4307 -1.5213 1.0577
C 5.9275 -1.7629 0.9633
S 6.3973 -2.2975 -0.7115
C 5.7207 -0.8627 -1.6019
C 4.2395 -0.6824 -1.3152
C 2.2729 1.3806 0.0947
C 0.9798 1.8174 0.7971
C 0.6749 3.2803 0.4472
C 0.2634 3.4958 -1.0122
O -0.1392 4.8229 -1.2632
C -2.6209 0.2184 -0.9056
C -3.6233 -0.5602 -1.4380
H -7.9968 -1.1954 -0.8732
H -8.3227 -2.2686 0.4957
H -7.1471 -0.9548 0.6527
H -6.0190 -3.2039 0.3379
H -6.8784 -3.3786 -1.2053
H -5.0206 -1.6452 1.4533
H -3.2422 -0.2742 2.3679
H -1.6279 2.2475 0.8148
H -1.3357 1.0954 2.1349
H -0.5126 -1.1300 0.4702
H 0.4464 -0.5574 1.8616
H 1.8344 -1.8844 0.3375
H 1.4159 -0.8081 -1.0246
H 4.6197 0.5123 0.4294
H 3.9096 -2.4341 0.7654
H 4.1622 -1.2898 2.0906
H 6.2415 -2.5664 1.6279
H 6.4943 -0.8605 1.1989
H 5.8982 -1.0620 -2.6580
H 6.2934 0.0172 -1.3028
H 3.7088 -1.5980 -1.5830
H 3.8584 0.1315 -1.9375
H 3.0760 2.0634 0.3805
H 2.1178 1.4503 -0.9941
H 1.1627 1.7610 1.8896
H 1.5645 3.8774 0.6580
H -0.1200 3.6584 1.0962
H 1.1096 3.3296 -1.6800
H -0.5336 2.7899 -1.2776
H -0.8891 5.0342 -0.6960
H -1.9330 0.7352 -1.5570
H -3.7456 -0.6606 -2.5050

Results
- HOMO-LUMO gap (eV) = 9.141
- highest occupied orbital energy (eV) = -8.35
- largest force on an atom (Eh/bohr) = 0.0099
- energy above the lowest of the compared OMol25 structures with the same formula, charge and spin (kcal/mol) = 5.3



Molecular formula: C20H32N2O4
Method: DFT, ωB97M-V/def2-TZVPD

Atoms and positions in Å:
O -3.5601 -0.3944 0.9053
C -2.8425 -0.9735 0.1114
C -1.5531 -1.6537 0.5606
C -1.6112 -2.0656 2.0325
C -0.2173 -1.7955 2.5665
O 0.2552 -2.1973 3.6067
N 0.4254 -1.0183 1.6670
C 1.7507 -0.4791 1.9116
C 1.6729 1.0359 2.1800
C 2.3237 1.4789 3.4909
C 3.8304 1.7197 3.4234
C 4.6902 0.4815 3.1573
C 4.8918 0.1281 1.6748
C 4.1376 -1.1102 1.1865
C 2.6894 -0.8724 0.7636
C -0.3798 -0.6531 0.5265
N -3.1453 -1.0430 -1.2052
C -2.2946 -1.6174 -2.2306
C -2.6145 -1.0264 -3.6034
C -2.7554 0.4916 -3.4902
C -3.9248 0.8474 -2.5390
C -4.3264 -0.3566 -1.6860
O -2.9447 1.0449 -4.7740
C -2.4138 2.3511 -4.7443
C -1.3813 2.3152 -3.5974
O -1.5310 1.0334 -3.0260
H -1.3334 -2.5234 -0.0602
H -1.9019 -3.1028 2.1852
H -2.3189 -1.4272 2.5686
H 2.0723 -0.9941 2.8232
H 2.1073 1.5933 1.3485
H 0.6166 1.3077 2.2347
H 2.1049 0.7417 4.2657
H 1.8591 2.4194 3.7998
H 4.1304 2.1395 4.3872
H 4.0424 2.4775 2.6650
H 5.6735 0.6708 3.5940
H 4.2682 -0.3707 3.6907
H 5.9561 -0.0589 1.5136
H 4.6251 0.9816 1.0493
H 4.6662 -1.5085 0.3157
H 4.1639 -1.8803 1.9598
H 2.3192 -1.8084 0.3359
H 2.6606 -0.1134 -0.0221
H 0.2048 -0.7160 -0.3944
H -0.7551 0.3746 0.6218
H -2.4250 -2.7074 -2.2655
H -1.2518 -1.3892 -2.0061
H -3.5384 -1.4242 -4.0195
H -1.8030 -1.2519 -4.2942
H -4.7750 1.1815 -3.1347
H -3.6075 1.6635 -1.8884
H -4.9382 -1.0562 -2.2625
H -4.8918 -0.0314 -0.8111
H -3.2040 3.0854 -4.5441
H -1.9676 2.5534 -5.7186
H -0.3523 2.4066 -3.9523
H -1.5783 3.0961 -2.8536

Results
- HOMO-LUMO gap (eV) = 9.496
- highest occupied orbital energy (eV) = -8.94
- largest force on an atom (Eh/bohr) = 0.0110
- energy above the lowest of the compared OMol25 structures with the same formula, charge and spin (kcal/mol) = 3.9



Molecular formula: C20H32N4O2S2
Method: DFT, ωB97M-V/def2-TZVPD

Atoms and positions in Å:
O -2.9065 -1.4094 -0.0417
C -2.4625 -0.4566 -0.6546
C -1.2489 -0.5857 -1.5897
N -0.0564 -0.2864 -0.8292
C 0.3679 0.9757 -0.6376
S -0.2140 2.2295 -1.5799
N 1.2690 1.2125 0.3449
C 1.6522 0.1852 1.2847
C 2.6926 -0.8155 0.7477
C 2.3530 -2.2345 1.2021
N 1.2097 -2.7557 0.4526
C 0.3283 -3.5751 1.2805
C -0.8363 -4.1013 0.4416
O -0.3674 -4.8751 -0.6421
C 0.4731 -4.1107 -1.4660
C 1.6620 -3.5429 -0.6906
C 2.0106 2.4595 0.3915
C 3.3916 2.2870 -0.1472
C 3.7621 2.1143 -1.4446
C 5.1530 1.9224 -1.6023
C 5.8202 1.9477 -0.4220
S 4.7646 2.2050 0.9105
N -2.9105 0.7997 -0.5558
C -3.9227 1.2265 0.3858
C -4.9839 2.0925 -0.3223
C -4.7969 3.5242 0.2026
C -3.4025 3.5331 0.8261
C -3.3034 2.1451 1.4498
H -1.3256 0.1084 -2.4297
H -1.1871 -1.6093 -1.9588
H 0.3181 -1.0584 -0.2764
H 0.7491 -0.3547 1.5876
H 2.0471 0.6884 2.1703
H 3.6888 -0.5486 1.1008
H 2.7086 -0.7763 -0.3427
H 3.2305 -2.8859 1.0828
H 2.1058 -2.2122 2.2666
H -0.0643 -2.9610 2.0940
H 0.8754 -4.4305 1.7107
H -1.4599 -4.7656 1.0411
H -1.4500 -3.2637 0.0829
H 0.8260 -4.7791 -2.2540
H -0.0950 -3.2883 -1.9241
H 2.2550 -2.9036 -1.3487
H 2.2938 -4.3832 -0.3545
H 1.4609 3.1863 -0.2155
H 2.0455 2.8122 1.4260
H 3.0618 2.1344 -2.2606
H 5.6321 1.7778 -2.5540
H 6.8712 1.8374 -0.2435
H -2.3974 1.5334 -1.0346
H -4.3406 0.3139 0.8171
H -4.8228 2.0478 -1.3993
H -5.9884 1.7241 -0.1217
H -5.5404 3.7406 0.9711
H -4.9012 4.2662 -0.5869
H -2.6404 3.6527 0.0545
H -3.2779 4.3311 1.5563
H -3.8966 2.1008 2.3637
H -2.2799 1.8540 1.6848

Results
- HOMO-LUMO gap (eV) = 8.745
- highest occupied orbital energy (eV) = -8.22
- largest force on an atom (Eh/bohr) = 0.0211
- energy above the lowest of the compared OMol25 structures with the same formula, charge and spin (kcal/mol) = 0.0



Molecular formula: C20H32O16S2
Method: DFT, ωB97M-V/def2-TZVPD

Atoms and positions in Å:
O 1.4892 0.7425 -1.2934
S 0.1134 0.3662 -0.9668
O -0.6485 -0.2890 -2.0148
O 0.1126 -0.3870 0.4703
C -0.9179 0.1608 1.2840
C -1.0217 1.6389 0.9136
O -0.7957 1.7244 -0.4803
H -1.8698 -0.2971 1.0155
H -0.5239 -0.0799 2.2714
H -0.2366 2.1026 1.5109
H -1.9029 2.2218 1.1817
O -3.1649 3.5488 -6.9942
S -3.2638 2.4569 -7.9599
O -2.9111 1.1120 -7.5350
O -4.7906 2.2638 -8.4646
C -5.1195 2.8796 -9.6794
C -3.8011 3.3064 -10.4090
O -2.7393 2.9164 -9.4690
H -5.7050 2.2159 -10.3157
H -5.8082 3.6721 -9.3867
H -3.8318 4.3910 -10.5123
H -3.5626 2.8399 -11.3648
O -0.9088 -3.2249 6.2828
C -0.2250 -4.1050 6.7863
C -0.0894 -4.3356 8.3034
C 0.8318 -5.6194 8.2791
C 1.3925 -5.7157 6.8845
O 0.6514 -4.8590 6.0339
H 0.3389 -3.3840 8.6183
H -1.1075 -4.3615 8.6918
H 1.6892 -5.8573 8.9086
H 0.0073 -6.3236 8.3906
H 2.4433 -5.4283 6.9231
H 1.3131 -6.7423 6.5269
O 4.3237 9.5197 -0.3081
C 3.2888 8.9073 -0.1855
C 2.4147 8.9443 0.9596
C 1.1950 8.2677 0.4981
C 1.6063 7.4252 -0.6818
O 2.8043 7.9752 -1.1302
H 2.7808 8.4002 1.8303
H 2.3171 9.9806 1.2830
H 0.6453 7.6480 1.2066
H 0.5345 9.0752 0.1821
H 1.4680 6.4017 -0.3333
H 0.8685 7.6271 -1.4584
O 6.3143 -2.6870 5.3217
C 5.8056 -1.5563 5.4012
C 4.4308 -1.2411 5.4873
C 4.3064 0.2594 5.1061
C 5.7807 0.7204 5.2574
O 6.5818 -0.4390 5.4458
H 3.8569 -1.9850 4.9347
H 4.2072 -1.2502 6.5541
H 3.9618 0.6025 4.1305
H 3.4884 0.7143 5.6647
H 6.0066 1.1028 4.2620
H 5.8927 1.3369 6.1493
O -5.7115 -7.0624 -5.6924
C -4.6995 -6.7776 -5.0264
C -3.3241 -7.2501 -5.4062
C -2.3985 -6.1331 -4.8503
C -3.2742 -5.1849 -4.1241
O -4.6638 -5.6728 -4.2963
H -3.2688 -8.1924 -4.8611
H -3.3332 -7.4917 -6.4691
H -1.7490 -6.5680 -4.0906
H -1.7585 -5.5784 -5.5364
H -3.0888 -5.1555 -3.0504
H -3.0473 -4.2334 -4.6051

Results
- HOMO-LUMO gap (eV) = 9.866
- highest occupied orbital energy (eV) = -9.80
- largest force on an atom (Eh/bohr) = 0.1129
- energy above the lowest of the compared OMol25 structures with the same formula, charge and spin (kcal/mol) = 89.5



Molecular formula: C20H33BO14
Method: DFT, ωB97M-V/def2-TZVPD

Atoms and positions in Å:
C -2.8034 2.6489 -1.1269
C -2.3448 1.5152 -1.7792
C -0.9000 1.3670 -2.1751
C -0.0535 0.3773 -1.4217
C -0.1076 -0.1214 -0.1938
C -1.0918 0.1525 0.8849
B -2.2886 -0.9106 0.8662
O -3.1307 -1.1080 -0.2082
O -2.4904 -1.7067 1.9699
C 1.0690 -1.0321 -0.0460
O 1.4596 -1.5878 0.9364
O 1.7137 -1.1144 -1.2581
C 1.1455 -0.1980 -2.1073
O 1.5596 0.0686 -3.2057
H -2.6404 2.8354 -0.0695
H -3.4077 3.3787 -1.6563
H -3.0370 0.7053 -1.9813
H -0.3992 2.3257 -2.2115
H -0.9269 1.0097 -3.2038
H -0.5852 0.0436 1.8444
H -1.4198 1.1852 0.8163
H -3.9222 -0.5746 -0.1326
H -2.3643 -1.1484 2.7428
C 0.6825 -4.3031 2.4806
C 0.6399 -3.2359 3.5537
O -0.5526 -3.3478 4.3513
C -0.5344 -4.2995 5.2786
O 0.3764 -5.0469 5.5165
O -1.7151 -4.2893 5.9025
C -1.8655 -5.3168 6.8825
H -0.2325 -4.2821 1.8863
H 1.5358 -4.1507 1.8216
H 0.7597 -5.2978 2.9194
H 0.6037 -2.2537 3.0919
H 1.5261 -3.2660 4.1873
H -1.0409 -5.3074 7.5919
H -1.9358 -6.2898 6.3985
H -2.7924 -5.1155 7.4122
C -1.6468 6.2372 5.3994
C -0.9253 5.5967 4.2329
O -1.8465 5.1359 3.2325
C -2.3331 6.0802 2.4291
O -2.0617 7.2496 2.4604
O -3.1902 5.5006 1.5872
C -3.8584 6.4132 0.7119
H -2.4004 5.5583 5.8006
H -0.9418 6.4912 6.1906
H -2.1598 7.1472 5.0906
H -0.3868 4.7128 4.5698
H -0.1965 6.2752 3.7908
H -3.1523 7.0459 0.1789
H -4.5605 7.0226 1.2786
H -4.4098 5.8185 -0.0112
C 4.3558 -1.2487 -4.7987
C 3.1881 -1.7400 -5.6264
O 3.4827 -1.6678 -7.0316
C 4.2494 -2.6445 -7.5057
O 4.6926 -3.5709 -6.8807
O 4.4528 -2.4150 -8.8050
C 5.3271 -3.3528 -9.4330
H 4.6583 -0.2513 -5.1209
H 4.0890 -1.2132 -3.7434
H 5.2210 -1.9014 -4.9135
H 2.3267 -1.0967 -5.4637
H 2.8960 -2.7527 -5.3491
H 4.9997 -4.3750 -9.2565
H 6.3459 -3.2155 -9.0733
H 5.2960 -3.1489 -10.4996

Results
- HOMO-LUMO gap (eV) = 7.352
- highest occupied orbital energy (eV) = -8.23
- largest force on an atom (Eh/bohr) = 0.0444